# 1
Below is a 3-piece molecular cluster, C32H39ClF9NO9S3 overall at a distorted geometry, with properties calculated with ωB97M-V with the def2-TZVPD basis set.

Element x y z (Å)
C1 4.8480 0.5056 -1.0297
C2 4.2107 0.1191 -2.3843
O1 2.9310 0.7072 -2.6063
C3 1.9378 0.1300 -1.7611
C4 0.7617 -0.4332 -2.5672
O2 -0.4704 0.2683 -2.3733
C5 -1.2738 -0.2509 -1.3224
C6 -0.8621 0.3972 0.0002
C7 -1.2764 1.6887 0.3518
C8 -2.1516 2.4326 -0.6468
C9 -3.6219 2.0538 -0.4415
C10 -4.0440 1.0108 0.3568
C11 -5.3774 0.7467 0.5301
C12 -6.3499 1.4995 -0.0819
C13 -5.9246 2.5198 -0.9060
C14 -4.5939 2.7991 -1.0920
C15 -4.2314 3.9466 -2.0283
C16 -0.8960 2.2171 1.5807
C17 -1.3683 3.6273 1.9154
C18 -0.3543 4.7326 1.5010
C19 0.5542 4.3809 0.3192
O3 1.1797 5.6003 -0.1231
C20 -0.1323 1.5063 2.4785
Cl1 0.2930 2.2015 4.0197
C21 0.2988 0.2514 2.1498
C22 -0.0878 -0.2665 0.9116
C23 0.5026 -1.6574 0.8710
O4 0.4531 -2.3655 -0.1065
N1 1.0549 -1.9661 2.1486
S1 2.5269 -2.8354 1.9834
O5 3.3603 -2.7074 3.1219
O6 3.1647 -2.3620 0.7994
C24 1.9738 -4.6118 1.8617
F1 0.6771 -4.6352 1.5156
F2 2.0383 -5.1001 3.1079
C25 2.8788 -5.5227 0.9732
F3 2.9665 -6.7388 1.5136
F4 4.1344 -5.0163 1.0393
C26 2.5099 -5.5788 -0.5334
F5 2.4686 -4.3700 -1.0950
F6 3.5189 -6.2414 -1.1349
C27 1.1644 -6.3412 -0.8844
F7 0.3035 -5.4946 -1.4359
F8 0.6394 -7.0080 0.1372
F9 1.4406 -7.2508 -1.8366
C28 1.1222 -0.7380 2.9270
O7 1.6689 -0.5442 3.9787
H1 4.1668 1.1359 -0.4475
H2 5.0803 -0.4176 -0.4883
H3 5.7930 1.0541 -1.1337
H4 4.1246 -0.9723 -2.5051
H5 4.8635 0.4654 -3.1935
H6 1.6191 0.9181 -1.0650
H7 2.4025 -0.6606 -1.1562
H8 0.5749 -1.4988 -2.3956
H9 1.0201 -0.3361 -3.6284
H10 -1.2983 -1.3412 -1.2737
H11 -2.2918 0.0932 -1.5362
H12 -1.9880 3.5038 -0.5371
H13 -1.8351 2.1287 -1.6511
H14 -3.3440 0.3637 0.8775
H15 -5.7146 -0.0698 1.1645
H16 -7.4022 1.2783 0.0882
H17 -6.6734 3.1123 -1.4281
H18 -5.0233 4.0101 -2.7799
H19 -3.2934 3.7289 -2.5458
H20 -4.1831 4.9021 -1.4966
H21 -2.3183 3.7998 1.4056
H22 -1.5805 3.6645 2.9874
H23 -0.9416 5.6047 1.1912
H24 0.2750 5.0465 2.3389
H25 1.3704 3.7031 0.5969
H26 0.0137 3.9691 -0.5379
H27 1.0061 5.7216 -1.0588
C29 9.7216 -0.5791 -0.5720
S2 8.8369 0.6914 0.3430
O8 7.6064 1.0129 -0.4290
C30 10.0233 2.0073 0.0305
H28 9.1305 -1.4923 -0.5415
H29 9.8541 -0.2635 -1.6072
H30 10.6896 -0.7563 -0.1028
H31 10.1366 2.1540 -1.0438
H32 10.9815 1.7468 0.4807
H33 9.6444 2.9201 0.4856
C31 -8.5223 -2.3986 0.9833
S3 -9.0004 -0.8100 0.2908
O9 -8.6818 0.2247 1.3097
C32 -10.7734 -1.0965 0.3718
H34 -7.4370 -2.4218 1.0622
H35 -8.9639 -2.5169 1.9730
H36 -8.8558 -3.1978 0.3213
H37 -11.0668 -1.3002 1.4017
H38 -11.0344 -1.9379 -0.2703
H39 -11.2785 -0.1996 0.0187

## Properties
* HOMO level: -9.01 eV
* total charge: 0
* HOMO-LUMO gap: 8.32 eV
* molar mass: 884.298 g mol⁻¹

---

# 2
Below is one molecule with the formula C4H4N2S2 at a distorted geometry, with properties calculated with ωB97M-V with the def2-TZVPD basis set.

Element x y z (Å)
S1 -0.6674 3.5676 -0.2762
C1 -1.6619 2.3563 -0.5850
S2 -1.6267 0.5832 -0.2674
C2 -0.1582 -0.4692 0.1160
C3 0.6326 -0.6363 1.2247
C4 1.6324 -1.5826 0.7167
N1 1.4354 -1.9123 -0.5576
N2 0.3701 -1.1438 -0.9246
H1 -2.6040 2.6127 -0.9794
H2 0.4116 -0.1215 2.1567
H3 2.1372 -2.3310 1.2512
H4 0.0989 -0.9232 -1.8750

## Properties
* HOMO level: -9.05 eV
* total charge: 0
* ΔE to the lowest compared entry with this formula, charge and spin: 2.449 eV
* HOMO-LUMO gap: 8.51 eV
* molar mass: 144.224 g mol⁻¹
* SMILES: S=CSc1ccn[nH]1

---

# 3
Below is a 6-piece molecular cluster, C34H56Cl2N6O2P overall at a distorted geometry, with properties calculated with ωB97M-V with the def2-TZVPD basis set.

Element x y z (Å)
C1 -4.3331 -2.6795 3.0896
C2 -4.2100 -2.6501 1.4864
C3 -3.0381 -1.5892 1.0742
P1 -1.9601 -2.1787 -0.3923
N1 -3.4232 -2.3766 -1.4986
C4 -3.1997 -3.4496 -2.1660
O1 -2.8017 -4.3004 -3.0068
C5 -1.6852 -0.4313 -1.1141
Cl1 -3.2947 0.1359 -1.9000
C6 -1.1896 0.7527 -0.1833
C7 -0.3651 0.4205 1.1386
Cl2 -2.5126 1.9744 0.3372
O2 -5.4098 -2.2049 0.7855
C8 -6.2694 -1.3970 1.6126
C9 -7.3348 -0.7102 0.5954
C10 -7.5644 -1.2402 -0.8568
C11 -8.5795 -0.5028 -1.8084
C12 -9.3588 0.7645 -1.3220
C13 -9.1073 1.2554 0.1363
C14 -8.1134 0.5465 1.1026
H1 -5.2852 -3.1791 3.4823
H2 -4.1740 -1.6280 3.5108
H3 -3.4422 -3.3145 3.4690
H4 -3.9932 -3.7152 1.1426
H5 -2.3571 -1.5345 2.0096
H6 -3.6052 -0.6062 0.8813
H7 -1.1589 -2.7407 -1.4854
H8 -2.1450 -3.5293 0.0805
H9 -0.7229 -2.1648 0.3987
H10 -0.9599 -0.5251 -2.0127
H11 -0.4837 1.4115 -0.8270
H12 0.2642 1.3624 1.3872
H13 -1.0506 0.2126 2.0313
H14 0.4069 -0.4216 0.9969
H15 -5.7485 -0.5227 2.1366
H16 -6.8959 -2.0520 2.3129
H17 -7.0269 -2.1491 -1.2796
H18 -8.7618 -0.8585 -2.8826
H19 -10.0861 1.3456 -1.9992
H20 -9.6586 2.1758 0.5191
H21 -7.9256 0.9213 2.1632
C15 5.3216 2.3717 0.4596
C16 4.1559 2.5884 1.4153
C17 3.5152 1.2824 1.8843
C18 2.8813 0.5531 0.7824
N2 2.3850 -0.0193 -0.0864
H22 4.9960 1.8898 -0.4637
H23 5.7708 3.3313 0.1922
H24 6.0963 1.7511 0.9179
H25 3.4068 3.2244 0.9325
H26 4.5199 3.1344 2.2920
H27 2.7582 1.5105 2.6417
H28 4.2652 0.6485 2.3679
C19 6.1295 -4.0887 -0.9184
C20 5.2622 -3.6232 0.2446
C21 5.0287 -2.1119 0.2540
C22 6.2670 -1.3593 0.4775
N3 7.2405 -0.7682 0.6484
H29 7.1366 -3.6673 -0.8611
H30 6.2243 -5.1774 -0.9042
H31 5.6890 -3.7997 -1.8764
H32 5.7213 -3.9406 1.1864
H33 4.2918 -4.1254 0.1776
H34 4.3180 -1.8695 1.0495
H35 4.5679 -1.7985 -0.6872
C23 1.5502 2.9342 -3.2681
C24 2.2792 2.2575 -4.4226
C25 3.3897 1.3128 -3.9613
C26 4.4806 2.0222 -3.2872
N4 5.3340 2.5791 -2.7503
H36 2.2212 3.5777 -2.6925
H37 0.7390 3.5586 -3.6503
H38 1.1169 2.1939 -2.5900
H39 2.6876 3.0232 -5.0901
H40 1.5516 1.6826 -5.0042
H41 3.7941 0.7891 -4.8333
H42 2.9772 0.5478 -3.2959
C27 -7.4018 -1.5839 7.1382
C28 -6.2093 -2.5128 6.9473
C29 -4.8667 -1.8312 7.2144
C30 -4.5810 -0.7669 6.2480
N5 -4.3600 0.0713 5.4909
H43 -7.3815 -0.7545 6.4265
H44 -8.3341 -2.1322 6.9816
H45 -7.4185 -1.1694 8.1501
H46 -6.2297 -2.9218 5.9324
H47 -6.3139 -3.3589 7.6345
H48 -4.0721 -2.5819 7.1596
H49 -4.8486 -1.4251 8.2303
C31 9.5229 4.6764 -5.9937
C32 8.3613 4.8948 -5.0317
C33 7.7211 3.5906 -4.5538
C34 7.0766 2.8535 -5.6444
N6 6.5747 2.2719 -6.5024
H50 9.1933 4.1918 -6.9164
H51 9.9720 5.6354 -6.2650
H52 10.2991 4.0562 -5.5370
H53 7.6104 5.5303 -5.5119
H54 8.7313 5.4420 -4.1585
H55 6.9711 3.8229 -3.7931
H56 8.4740 2.9592 -4.0726

## Properties
* HOMO level: -4.41 eV
* total charge: -1
* HOMO-LUMO gap: 6.63 eV
* molar mass: 682.742 g mol⁻¹

---

Q: Among the records above, which one has the lowest total charge?
A: C34H56Cl2N6O2P